Version w
Below is a cluster of 2 separate species, C3H4N4O4 in total, with properties calculated with ωB97M-V with the def2-TZVPD basis set.

Properties
LUMO (spin up / spin down) in eV: -1.84 / -3.18
E_HOMO (spin up / spin down) in eV: -10.8 / -11.8
Net charge: 0
2S+1: 1
Kohn-Sham gap (spin up / spin down) in eV: 8.92 / 8.58

Geometry (Å):
C -0.852 1.401 1.579
C -1.481 -0.677 0.246
C -1.096 0.753 0.282
N -0.820 1.780 2.641
N 1.356 0.733 0.055
N -2.991 -0.747 0.072
N -1.114 1.548 -0.921
O -3.719 0.148 0.423
O -0.487 2.589 -0.849
O -3.420 -1.784 -0.401
O -1.769 1.117 -1.851
H -1.295 -1.290 1.195
H -1.046 -1.174 -0.662
H 1.513 1.534 0.603
H 1.232 0.823 -1.005


Version x
Below is an isolated molecule of C3H4N4O4, with properties calculated with ωB97M-V with the def2-TZVPD basis set.

Properties
LUMO (spin up / spin down) in eV: -2.10 / -2.39
E_HOMO (spin up / spin down) in eV: -9.8 / -9.3
Net charge: 0
2S+1: 1
Kohn-Sham gap (spin up / spin down) in eV: 7.74 / 6.91

Geometry (Å):
C 0.851 1.321 0.479
C 0.783 -0.060 0.702
C -1.119 -0.278 -1.032
N -0.217 1.740 -0.488
N -0.766 0.932 -1.166
N 1.685 -0.932 -0.039
N -2.043 -0.606 0.061
O 1.649 -2.084 0.341
O -2.379 -1.750 0.000
O 2.437 -0.471 -0.904
O -2.386 0.196 0.887
H 0.681 1.845 1.459
H 1.892 1.408 0.088
H 0.112 -0.436 1.496
H -1.180 -0.827 -1.886


Which of them is most stable? Easy: version w.


Version w
Below is a structure of composition C2H7PS2, with properties calculated with ωB97M-V with the def2-TZVPD basis set.

Properties
LUMO in eV: -0.53
E_HOMO in eV: -8.6
Net charge: 0
2S+1: 1
Kohn-Sham gap in eV: 8.08

Geometry (Å):
C -1.406 1.650 0.356
C 1.863 -1.780 0.240
P -0.525 0.363 -0.541
S -1.341 -1.370 -0.241
S 1.446 0.440 -0.220
H -1.344 2.642 0.039
H -2.435 1.371 0.021
H -1.314 1.774 1.454
H 1.420 -2.028 1.143
H 2.968 -1.714 0.358
H 1.432 -2.186 -0.718
H -0.764 0.839 -1.890


Version x
Below is a cluster of 2 separate species, C2H7PS2 in total, with properties calculated with ωB97M-V with the def2-TZVPD basis set.

Properties
LUMO (spin up / spin down) in eV: -1.27 / -1.10
E_HOMO (spin up / spin down) in eV: -7.8 / -7.9
Net charge: 0
2S+1: 1
Kohn-Sham gap (spin up / spin down) in eV: 6.55 / 6.77

Geometry (Å):
C -1.230 0.791 0.441
C -1.516 -0.490 -0.108
P 1.868 -0.959 -0.654
S 2.147 1.026 0.204
S 0.648 -1.899 0.618
H -0.272 1.030 0.680
H -1.406 1.523 -0.361
H -1.803 1.043 1.336
H -1.168 -0.797 -1.165
H -2.143 -1.221 0.458
H 3.080 -1.520 -0.320
H 1.796 1.473 -1.130


Which of them is most stable? Easy: version w.


Version w
Below is an isolated molecule of C4H13NSi, with properties calculated with ωB97M-V with the def2-TZVPD basis set.

Properties
LUMO in eV: 0.85
E_HOMO in eV: -9.5
Net charge: 0
2S+1: 1
Structure (SMILES): CC(C)[Si@H](C)N
Kohn-Sham gap in eV: 10.34

Geometry (Å):
C 0.003 -1.253 -1.310
C -1.932 -0.361 0.102
C 0.094 2.051 0.052
C -0.442 -0.950 0.097
N 2.238 -0.550 0.877
Si 0.698 0.373 0.833
H 0.311 -0.469 -1.985
H 0.868 -1.955 -1.218
H -0.829 -1.808 -1.737
H -1.868 0.613 -0.366
H -2.349 -0.397 1.061
H -2.602 -0.967 -0.471
H -0.550 2.096 -0.793
H -0.432 2.736 0.753
H 1.043 2.637 -0.162
H -0.358 -1.817 0.747
H 2.735 -0.991 0.059
H 2.860 0.155 1.304
H 0.513 0.859 2.158


Version x
Below is a cluster of 2 separate species, C4H13NSi in total, with properties calculated with ωB97M-V with the def2-TZVPD basis set.

Properties
LUMO in eV: 0.79
E_HOMO in eV: -8.9
Net charge: 0
2S+1: 1
Kohn-Sham gap in eV: 9.74

Geometry (Å):
C 1.812 0.910 1.011
C 1.062 0.273 -1.264
C -1.566 -1.489 -0.552
C 0.868 0.072 0.202
N -1.838 1.067 0.583
Si -0.910 -0.333 0.793
H 1.471 2.065 0.976
H 1.806 0.792 2.034
H 2.845 0.863 0.608
H 0.319 -0.397 -1.824
H 2.103 -0.012 -1.525
H 0.815 1.212 -1.770
H -1.524 -1.116 -1.552
H -0.938 -2.500 -0.585
H -2.495 -1.900 -0.342
H 1.477 -1.508 0.096
H -2.658 0.991 -0.026
H -1.700 1.989 0.969
H -0.949 -0.978 2.166


Which of them is most stable? Easy: version w.